C3H6O4 | ωB97M-V/def2-TZVPD

Last column: Mulliken charge in e.
Positions of all 13 atoms, in Å:
O: -1.589 1.764 -0.513  -0.614
C: -1.319 0.279 0.213  -0.325
C: -0.070 0.139 -0.503  0.782
O: -0.050 -0.248 -1.774  -0.505
O: 1.059 0.609 0.104  -0.420
C: 0.786 -0.682 0.749  -0.277
O: 1.534 -1.718 0.257  -0.461
H: -1.050 2.397 -0.017  0.292
H: -1.283 0.505 1.273  0.239
H: -2.130 -0.345 -0.145  0.264
H: 0.851 -0.522 -2.002  0.372
H: 0.802 -0.548 1.829  0.320
H: 2.460 -1.631 0.529  0.334

For the frontier orbital gap, the calculation gives 9.161 eV. The net charge is 0. For the maximum force, the calculation gives 5.87 eV/A. Its structure (SMILES) is OC[C@@]1(O)O[C@@H]1O. The molar mass is 106.1 g/mol.